Molecular formula: C48H120InN8O20P
Method: DFT, ωB97M-V/def2-TZVPD

Values from the calculation:
- Gap between HOMO and LUMO: 5.05 eV
- Maximum force: 4.20 eV/A
- Electronic energy: -4374.4227 Eh
- HOMO: -8.3 eV

Structure (XYZ):
```
198
Properties=species:S:1:pos:R:3:forces:R:3
In -19.717 -25.325 -12.020 -0.2833 0.0838 0.4193
P -23.631 -25.454 -8.933 -1.5019 1.6666 -1.2099
O -23.529 -33.314 -12.044 -0.8470 -0.0374 0.2489
O -22.209 -20.136 -4.219 -0.6457 -0.5652 0.0023
O -16.212 -22.535 -9.967 0.0481 -1.0548 1.0386
O -28.737 -32.330 -5.398 0.1676 0.8159 -0.3946
O -32.665 -21.605 -7.163 0.4463 0.8847 0.5096
O -21.102 -21.464 -14.582 0.6075 0.9276 -0.6169
O -27.452 -29.833 -16.999 0.3259 -0.0487 0.3872
O -19.971 -32.008 -15.018 -0.1630 0.2190 -0.1729
O -23.212 -24.031 -9.449 -0.3273 -0.2624 2.0042
O -16.359 -26.950 -9.531 0.3590 -1.0554 0.4474
O -22.336 -26.071 -8.365 -0.8159 0.1680 0.2251
O -26.095 -17.717 -9.383 0.4301 0.9922 -0.9585
O -24.408 -33.080 -20.106 -0.6423 0.7638 -0.5762
O -23.713 -26.200 -10.300 -0.6139 -1.5006 0.8088
O -24.963 -25.501 -8.063 3.6483 -0.0474 -2.0862
O -33.867 -26.571 -8.781 0.8252 0.4385 -0.9015
O -22.535 -28.516 0.332 0.1929 0.1649 -0.9451
O -27.601 -27.162 -1.655 -0.2889 -0.3594 -1.0032
O -21.943 -33.140 -3.656 0.0094 0.1650 0.8135
O -26.640 -21.367 -15.456 1.4767 1.3730 -1.4998
N -17.193 -24.564 -8.139 1.1318 1.2634 0.0929
N -23.959 -19.452 -6.827 0.0282 0.5373 1.0106
N -31.706 -24.533 -7.874 -0.4344 0.1021 -1.1603
N -23.757 -22.508 -14.531 0.2155 0.4344 -0.1923
N -21.741 -30.874 -12.893 -0.0554 -1.1968 0.1395
N -21.520 -29.486 -3.178 0.5822 -0.2301 0.5890
N -28.576 -28.601 -4.962 -0.7346 0.9460 0.6461
N -27.871 -31.529 -19.937 0.1368 0.1575 0.1434
C -21.595 -31.753 -11.680 -1.8238 0.4548 -1.0101
C -28.273 -28.505 -3.522 -0.1327 0.2390 0.5068
C -25.130 -18.717 -7.346 0.4498 0.1054 -1.1310
C -28.910 -31.062 -4.738 0.9895 -0.2205 -0.1055
C -15.322 -21.834 -10.811 -0.2102 0.4897 1.0795
C -26.267 -22.426 -14.652 -0.2501 -1.5184 -0.4050
C -25.656 -32.564 -20.709 0.2513 -1.0576 0.5258
C -27.514 -25.972 -0.919 -0.5911 -0.2697 0.5199
C -30.980 -23.281 -7.818 -0.2965 0.6452 0.1609
C -27.877 -20.782 -15.213 -0.3287 -0.7653 0.3561
C -21.864 -29.325 -0.670 0.8878 -0.7977 1.2207
C -29.320 -33.452 -4.783 -0.4536 0.2686 0.3989
C -28.496 -30.481 -19.118 -0.2976 -0.6123 1.4888
C -33.967 -26.556 -7.407 -0.4713 0.1953 1.4514
C -16.059 -28.336 -9.932 0.8436 1.9928 0.7197
C -32.534 -26.437 -9.288 -0.8455 0.7517 -0.1812
C -22.520 -29.031 1.631 0.3553 -0.7103 1.1419
C -24.947 -23.101 -15.145 -0.4613 1.0442 1.0734
C -25.851 -17.123 -10.692 -0.2529 -0.3276 1.2011
C -16.994 -23.133 -7.718 -0.7230 -1.1240 -1.5001
C -20.576 -21.246 -15.892 0.0430 0.1838 0.5143
C -24.760 -33.845 -11.515 0.5487 0.1161 -0.1088
C -21.179 -32.665 -14.633 -0.4978 1.1353 0.8061
C -26.433 -31.597 -19.749 2.3532 -0.0399 -0.7033
C -28.350 -27.080 -2.867 -0.0394 -1.4675 -0.9752
C -28.435 -30.653 -17.593 0.0306 -0.2513 0.0980
C -31.888 -25.031 -9.256 -0.0445 -0.6622 1.0625
C -33.801 -22.354 -6.774 0.1655 0.6638 -0.5019
C -16.098 -26.784 -8.119 -0.7238 0.0852 -0.0439
C -22.191 -20.590 -14.304 -0.3727 -1.5139 -0.0876
C -15.893 -22.479 -8.537 -0.5529 1.1660 -1.0909
C -23.645 -34.026 -20.906 -1.3791 0.5153 0.7689
C -28.197 -29.906 -5.508 -0.1220 -0.4373 0.7658
C -21.894 -28.688 -2.034 -1.8121 0.8246 0.7079
C -23.171 -33.485 -3.009 -0.3030 0.2440 -0.0345
C -15.975 -25.295 -7.739 -1.5310 -1.1637 -1.0848
C -21.347 -31.900 -3.181 -0.0821 -1.7088 -0.2964
C -24.349 -20.150 -5.569 0.6280 -0.1419 -1.0627
C -22.665 -19.457 -3.036 0.0950 -0.4309 -0.9926
C -22.978 -32.354 -11.157 1.9960 -0.0745 -0.8630
C -22.202 -31.623 -14.124 0.7187 0.5255 0.6462
C -22.253 -30.761 -3.385 -0.4694 3.0047 -0.2981
C -27.419 -29.981 -15.549 -0.2480 0.6611 -1.9369
C -31.861 -22.062 -8.219 -0.2713 -1.0841 0.3714
C -23.499 -21.113 -14.900 0.1716 -0.2596 -0.0773
C -19.149 -32.840 -15.787 -0.0094 -1.0491 -0.4322
C -23.194 -20.949 -4.928 0.2149 1.3288 0.8762
C -25.008 -18.468 -8.892 -0.8331 -2.0321 1.2364
H -25.528 -33.115 -11.264 0.2726 0.6986 -0.0304
H -23.039 -28.462 2.402 -0.1000 1.1252 -0.7370
H -24.241 -20.403 -14.535 -0.5305 0.0618 -0.1856
H -23.497 -21.096 -15.990 0.0209 0.3082 -0.0828
H -31.256 -21.260 -8.641 0.1905 0.3085 0.7373
H -21.780 -19.118 -2.497 -0.0086 0.0038 -0.1596
H -22.008 -19.574 -14.654 0.1419 0.1301 0.0903
H -15.858 -25.151 -6.665 0.6672 -0.3602 0.2069
H -28.410 -31.094 -3.769 -0.0535 -0.3335 0.2767
H -28.932 -33.644 -3.783 0.3314 0.0433 0.1580
H -25.992 -30.613 -19.907 0.1775 0.3743 0.2516
H -22.347 -30.903 -14.930 0.0684 0.2093 0.0818
H -24.013 -18.121 -9.170 -0.0499 0.3874 0.0277
H -25.242 -34.466 -12.270 0.4908 -0.3289 0.0995
H -22.306 -30.320 -0.616 -0.3203 -0.1580 -0.4239
H -23.936 -32.718 -3.127 -0.0378 0.1157 -0.3064
H -25.909 -17.823 -11.526 0.0286 -0.4532 0.1565
H -24.884 -23.047 -16.232 -0.0156 0.0319 -0.0010
H -23.125 -30.777 -2.731 -0.1081 -0.1818 0.0522
H -20.978 -33.353 -13.812 0.0933 -0.4473 -0.1891
H -22.616 -30.546 -4.391 -0.1988 -1.4270 -0.2835
H -23.895 -22.532 -13.531 0.1105 -0.2312 0.2805
H -23.775 -33.919 -21.983 -0.0123 0.4240 -0.0862
H -15.120 -24.942 -8.316 -0.0424 0.2970 0.2418
H -21.689 -28.908 -3.989 0.2594 0.0299 0.0724
H -26.341 -33.399 -20.861 0.0050 -0.2995 -0.2766
H -33.558 -23.186 -6.113 -0.0178 -0.0932 -0.1181
H -28.390 -29.974 -6.578 -0.1038 0.1503 0.0784
H -18.000 -24.938 -7.661 -0.0403 -0.0941 0.1847
H -21.516 -29.150 2.039 0.3771 -0.0366 -0.2377
H -30.063 -23.188 -8.400 0.2346 -0.5949 -0.6163
H -16.152 -28.371 -11.018 -0.1651 -0.2044 0.2205
H -22.944 -28.396 -2.056 -0.5015 0.4266 -0.6108
H -30.397 -33.334 -4.660 -0.2884 0.1727 -0.0660
H -21.295 -21.530 -16.661 0.2358 -0.5699 -0.1191
H -23.275 -18.598 -3.315 -0.0718 0.1285 0.1124
H -28.312 -31.695 -17.298 0.4402 -0.4271 -0.2962
H -20.838 -32.514 -11.874 -0.1337 -0.0503 0.2972
H -19.678 -33.258 -16.644 -0.3836 0.0436 -0.2327
H -15.214 -27.303 -7.747 0.5542 -0.0744 -0.5484
H -16.900 -27.321 -7.613 -0.4237 0.3409 0.4062
H -15.892 -21.411 -8.321 0.0571 0.1996 0.4785
H -21.330 -27.756 -2.009 0.2015 -0.1022 -0.0530
H -27.967 -26.398 -3.626 0.5697 0.4952 0.2502
H -24.521 -34.360 -10.584 -0.2000 -0.4631 -0.0620
H -24.038 -35.009 -20.649 0.3766 -0.2873 -0.0134
H -26.620 -30.676 -15.288 -0.2802 -0.1545 0.2855
H -25.307 -17.728 -6.922 0.3932 -0.1113 0.6870
H -26.212 -22.168 -13.595 0.3022 0.3042 0.2875
H -23.593 -34.412 -3.399 0.4429 0.0557 -0.5029
H -21.067 -31.959 -2.130 -0.2156 -0.2272 0.3812
H -19.596 -21.723 -15.931 -0.3570 -0.5650 -0.2763
H -20.809 -29.499 -0.459 0.2940 0.1483 0.7814
H -20.339 -20.206 -16.117 -0.1953 0.5041 0.4380
H -27.877 -20.384 -14.198 -0.4625 0.1630 0.1328
H -28.432 -30.281 -15.282 0.2355 -0.2174 0.7105
H -31.317 -25.238 -7.265 0.2500 -0.0168 -0.1444
H -22.632 -21.545 -5.646 0.0502 0.4610 -0.3729
H -28.004 -31.046 -20.813 0.1060 -0.7790 -0.8804
H -16.613 -29.103 -9.391 -0.4697 0.1772 -0.1375
H -24.861 -19.415 -4.948 0.3743 -0.1429 0.4743
H -25.153 -19.493 -9.231 0.5081 -0.2287 -0.8554
H -25.364 -32.155 -21.676 -0.3078 0.3341 -0.0603
H -34.343 -22.677 -7.663 -0.0645 -0.4341 -0.0536
H -32.535 -22.272 -9.050 -0.0470 -0.6820 -0.2818
H -29.392 -26.794 -2.729 -0.1318 0.0495 0.4752
H -26.790 -25.277 -1.345 -0.1400 0.2025 -0.0295
H -27.123 -29.920 -5.320 0.3690 -1.0293 -0.3329
H -22.550 -30.349 -12.592 -0.1086 0.7243 -0.4410
H -18.811 -33.718 -15.236 0.1075 -0.1136 0.3995
H -30.905 -25.179 -9.702 0.2744 0.0515 -0.4321
H -23.237 -20.106 -2.374 -0.1134 -0.2054 -0.0023
H -33.478 -25.711 -6.922 -0.0135 0.1867 -0.2363
H -31.839 -27.092 -8.763 -0.0443 -0.4210 0.0776
H -16.802 -23.076 -6.647 0.2575 0.2974 0.1401
H -27.242 -28.814 -3.354 0.2984 -0.3093 0.2617
H -14.897 -22.835 -8.270 0.1470 -0.3268 -0.4772
H -29.401 -30.425 -17.143 -0.3665 0.4639 -0.1270
H -34.437 -21.626 -6.270 -0.0366 -0.1833 0.2424
H -27.210 -28.977 -15.179 0.0655 -0.1980 0.2822
H -26.634 -16.383 -10.851 0.1588 0.0607 0.1546
H -26.078 -31.931 -18.773 -0.6954 0.0633 0.3372
H -28.613 -21.575 -15.347 -0.5829 0.0219 0.4093
H -25.977 -19.361 -7.109 -0.7230 0.3321 -0.4655
H -23.609 -21.718 -4.276 -0.2233 0.1575 0.5076
H -23.176 -32.038 -13.865 0.1727 -0.6434 -0.5575
H -24.953 -24.145 -14.834 -0.1735 -0.0447 -0.1183
H -21.281 -31.059 -10.900 0.2801 -0.2957 0.1995
H -27.070 -23.160 -14.713 -0.2372 -0.4931 0.0698
H -20.391 -31.749 -3.683 -0.2688 -0.1879 -0.4424
H -24.861 -16.666 -10.697 -0.0069 0.2033 -0.0573
H -29.955 -30.829 -4.535 -0.2843 0.0090 -0.3496
H -22.314 -20.627 -13.221 0.1592 0.3011 0.1170
H -15.016 -28.425 -9.631 0.2289 -0.6281 -0.4018
H -14.297 -21.979 -10.470 0.2895 -0.3510 -0.4953
H -22.668 -32.822 -10.223 -0.5665 -0.1223 0.4745
H -35.027 -26.491 -7.160 -0.0454 -0.1178 0.0082
H -30.612 -23.223 -6.794 -0.2625 0.6653 0.1641
H -22.595 -33.907 -20.638 -0.1512 -0.0984 0.0205
H -23.701 -20.214 -7.436 -0.0203 0.1635 -0.6232
H -33.564 -27.451 -6.932 0.1085 -0.4149 -0.0801
H -15.494 -20.762 -10.711 -0.1177 0.3338 -0.0935
H -28.935 -29.185 -2.985 0.0865 0.0940 0.1518
H -29.560 -30.556 -19.344 0.0164 0.4169 -0.3217
H -21.640 -33.176 -15.479 0.1107 -0.2328 -0.0978
H -28.516 -25.561 -0.795 -0.0612 0.5923 -0.3317
H -23.029 -29.977 1.815 -0.0026 -0.6542 -0.9303
H -23.717 -31.565 -11.017 0.1106 0.2806 0.3297
H -18.257 -32.388 -16.221 -0.1751 0.7341 0.4963
H -29.178 -34.348 -5.388 0.3047 0.2727 -0.1828
H -23.143 -33.660 -1.933 0.7969 0.1380 0.3225
H -15.520 -22.106 -11.848 0.2496 -0.2515 0.1761
H -27.243 -26.236 0.103 0.4648 -0.0884 -0.1145
H -28.137 -20.011 -15.939 0.5638 0.0580 0.0061
H -32.691 -26.764 -10.316 0.6451 0.0249 -0.0872
H -32.411 -24.270 -9.836 -0.2197 -0.2271 0.0222
H -17.914 -22.599 -7.957 -0.0791 0.0044 0.2179
H -28.087 -29.498 -19.352 -0.1265 0.2966 -0.0087
H -27.931 -27.929 -5.353 -0.1324 0.1809 -0.6376
H -25.099 -20.892 -5.843 -0.4003 -0.2854 0.1887
```
Forces are in eV/Å.

---

Molecular formula: C4H14N2OS
Method: DFT, ωB97M-V/def2-TZVPD

Values from the calculation:
- Gap between HOMO and LUMO: 3.63 eV
- Maximum force: 2.45 eV/A
- Electronic energy: -743.4829 Eh
- HOMO: -8.3 eV

Structure (XYZ):
```
22
Properties=species:S:1:pos:R:3:forces:R:3
S -0.249 2.480 -0.667 -1.0223 -1.5240 -0.1546
O -1.607 -1.625 -0.280 -0.8441 0.5069 0.3290
N 0.971 -1.800 -0.557 -0.2921 0.0865 -0.7235
N 0.941 1.460 2.123 -0.3842 0.4351 -1.8385
C -0.202 -0.002 -1.972 1.7287 -0.4743 0.6753
C 0.297 0.274 2.600 -0.2916 -0.5733 1.6109
C 1.016 -0.440 -1.093 -0.4971 0.4690 0.5354
C -1.103 1.006 -1.286 1.3572 1.7712 -1.0091
H 1.059 0.256 -0.258 0.0779 0.1426 0.2889
H 0.995 2.330 2.636 -0.4120 -0.3909 0.6171
H 0.496 -0.567 1.935 0.2520 0.1094 0.0119
H -0.066 -2.029 -0.415 1.2318 0.0929 0.0013
H -1.873 1.410 -1.950 -0.4113 -0.2211 0.3587
H -0.797 0.258 2.767 0.1654 0.5748 -0.2860
H 0.702 0.073 3.605 0.0386 -0.2579 -0.3499
H -1.608 0.538 -0.409 -0.3752 -0.8452 0.5682
H 1.966 -0.254 -1.601 -0.0359 -0.2129 -0.1223
H 1.325 -2.376 -1.317 -0.2265 -0.4178 0.2631
H 0.222 0.432 -2.872 -0.3676 0.0946 -0.3623
H -2.379 -2.162 -0.023 0.2801 0.3614 -0.0529
H 0.601 1.677 1.175 0.6814 0.0473 0.1209
H -0.706 -0.942 -2.141 -0.6533 0.2257 -0.4817
```
Forces are in eV/Å.

---

Molecular formula: C26H19ClN4O2PdS2
Method: DFT, ωB97M-V/def2-TZVPD

Values from the calculation:
- Gap between HOMO and LUMO (spin up / spin down): 5.78 / 5.78 eV
- Maximum force: 1.84 eV/A
- Electronic energy: -2756.0804 Eh
- HOMO (spin up / spin down): -7.9 / -7.9 eV

Structure (XYZ):
```
55
Properties=species:S:1:pos:R:3:forces:R:3
Pd 0.108 -0.235 0.052 -1.8177 -0.2878 -0.0899
Cl -0.354 0.917 -5.739 -0.0526 -0.0103 -0.0716
S -1.940 -0.404 -1.114 0.3659 0.0528 -0.4814
S -0.109 0.443 4.312 -0.0181 -0.0615 -0.0644
O -0.736 1.349 0.784 0.1836 0.9265 0.6309
O -0.623 3.531 0.511 -0.1891 0.0891 -0.0505
N -3.317 -3.415 3.401 0.0539 -0.0329 -0.0828
N 0.587 -2.157 -0.491 0.3526 -0.3791 0.0656
N 0.609 -0.818 1.940 0.4589 0.2009 0.0708
N -1.805 -3.903 1.631 -0.0450 0.0404 0.0954
C 0.651 2.043 -2.076 0.0316 0.0342 -0.0332
C -2.349 -5.486 -0.143 -0.0677 0.1091 0.0852
C -1.126 2.464 0.210 0.2551 -0.3052 0.3713
C -0.144 -4.416 -0.728 -0.1575 -0.0305 -0.0931
C 0.352 0.953 -4.169 -0.0080 -0.0444 -0.0014
C -2.855 3.580 -1.144 0.0541 -0.0166 0.0335
C 1.850 -2.592 -0.347 -0.0711 -0.0420 0.0687
C -4.176 -4.281 2.875 -0.0127 0.0175 0.0346
C -2.682 -4.764 1.108 0.1166 -0.0769 -0.1776
C 1.900 0.931 -0.261 -0.5097 -0.5365 -0.0566
C -3.854 3.612 -2.094 -0.0264 0.0315 -0.0131
C -0.383 -3.047 -0.677 0.1923 -0.0127 0.0186
C 1.733 -0.077 -2.525 0.0218 0.0155 -0.0037
C -2.167 -3.272 2.743 -0.0084 -0.0279 -0.0354
C -1.276 -5.353 -0.920 0.0929 0.0501 0.0607
C 2.176 -3.924 -0.417 0.0215 -0.0076 -0.0167
C 1.189 -0.096 -3.783 -0.0466 0.0451 0.0225
C -3.598 1.241 -2.410 -0.0592 0.0748 0.0343
C -2.225 2.383 -0.792 -0.0670 0.1319 -0.2563
C 0.103 2.037 -3.340 0.0168 -0.0604 0.0133
C -2.604 1.199 -1.426 -0.0483 -0.2438 0.1205
C -4.219 2.432 -2.735 -0.0071 -0.0479 -0.0454
C -3.906 -4.993 1.720 -0.0776 -0.0162 0.0192
C 0.285 -0.241 2.933 0.1490 0.0128 0.0152
C 1.160 -4.852 -0.612 0.0602 -0.0803 -0.0281
C 1.433 0.965 -1.620 0.6936 0.4081 -0.2644
H 2.600 -1.839 -0.155 -0.0085 -0.0366 0.0584
H -4.344 4.544 -2.342 0.0146 -0.0083 -0.0003
H 1.385 -5.912 -0.642 -0.0004 0.0078 -0.0167
H -1.392 -2.679 -0.771 -0.0164 0.0215 -0.0078
H -1.212 -5.987 -1.799 0.0311 -0.0551 0.0472
H 2.725 0.285 0.010 0.0692 0.0642 -0.0172
H -3.092 -6.216 -0.447 -0.0005 0.0095 0.0074
H 2.386 -0.880 -2.212 0.0038 0.0057 -0.0275
H -4.621 -5.693 1.309 0.0044 0.0154 0.0053
H 1.385 -0.908 -4.469 0.0106 0.0257 -0.0071
H 1.747 1.806 0.360 -0.0048 -0.0143 0.0546
H -0.528 2.848 -3.676 0.0053 -0.0105 -0.0027
H -3.868 0.326 -2.923 0.0020 0.0101 0.0243
H -2.531 4.482 -0.641 0.0097 -0.0146 -0.0078
H 3.205 -4.232 -0.298 -0.0130 0.0037 -0.0005
H 0.479 2.883 -1.418 0.0439 0.0505 -0.0220
H -1.453 -2.566 3.152 0.0083 0.0093 0.0000
H -4.988 2.441 -3.498 0.0039 -0.0002 0.0088
H -5.119 -4.407 3.397 0.0062 -0.0033 0.0089
```
Forces are in eV/Å.

---

Molecular formula: C8H11ClFNOS
Method: DFT, ωB97M-V/def2-TZVPD

Values from the calculation:
- Gap between HOMO and LUMO: 8.87 eV
- Structure (SMILES): C=C/C=N\OC=S.C=C(F)CCCl
- Maximum force: 5.50 eV/A
- Electronic energy: -1399.4779 Eh
- HOMO: -8.6 eV

Structure (XYZ):
```
24
Properties=species:S:1:pos:R:3:forces:R:3
Cl 1.088 3.785 -0.549 -0.0564 -0.0585 0.0402
S 1.548 -2.774 -4.159 -0.0421 -0.0504 0.2607
F -0.209 0.308 0.277 2.9326 4.6176 0.6044
O 0.559 -2.575 -1.675 0.1749 -0.1792 0.0061
N -0.180 -1.473 -2.125 -0.4261 0.3420 0.2914
C -0.893 -0.979 -1.185 -0.4513 -1.2096 -1.4140
C -0.526 3.155 -0.110 -0.1332 0.0001 -0.0449
C 0.272 1.165 1.208 0.5666 0.8361 0.8274
C 1.312 0.823 1.951 -0.1876 -0.0905 -0.1870
C -0.511 2.438 1.235 -0.0079 -0.0041 -0.0021
C 1.335 -3.151 -2.608 0.0167 0.0144 -0.1199
C -1.082 -1.329 0.229 -1.6361 -3.2708 0.3643
C -0.517 -2.317 0.929 -0.2331 -0.1745 -0.3224
H 1.839 -3.984 -2.115 -0.0431 0.0898 -0.0725
H -0.113 3.097 2.012 -0.0366 -0.1253 -0.0956
H -1.782 -0.672 0.739 -0.4240 -0.7609 -0.1467
H -1.553 2.205 1.492 0.0710 0.0251 0.0015
H 1.705 1.516 2.685 -0.1186 -0.0707 -0.1143
H 0.188 -3.015 0.500 -0.0619 0.1505 0.0767
H -0.835 2.474 -0.906 0.0564 0.1464 0.0620
H -0.765 -2.440 1.974 -0.0654 0.0082 0.0264
H -1.463 -0.124 -1.543 0.0155 -0.1779 -0.0290
H 1.788 -0.141 1.830 -0.0232 0.0785 -0.0120
H -1.206 4.008 -0.086 0.1128 -0.1363 -0.0007
```
Forces are in eV/Å.